Density functional theory data (ωB97M-V/def2-TZVPD) for a single C9H19NS2 molecule in a non-equilibrium geometry.

Each atom is followed by the atoms it is bonded to, with distances in Å.
Atoms and positions in Å:
1 H 0.11698 -0.04847 -1.45491  C28 1.059
2 H 0.01901 0.74580 1.75424  C17 1.085
3 H 2.26543 -0.27927 3.40963  C15 1.097
4 S -3.39041 -0.52921 -4.10538  C8 1.782, S18 2.035
5 H -1.64401 -1.06621 0.78809  C26 1.134
6 H -3.54310 -1.74799 -1.02579  C16 1.094
7 H 3.50946 2.27879 2.11104  C19 1.172
8 C -2.02054 0.21855 -3.24435  S4 1.782, H10 1.064, C13 1.521, H30 1.200
9 H 1.81357 0.68856 -0.27583  C29 1.105
10 H -1.07181 0.06713 -3.70214  C8 1.064
11 H 3.09789 -1.35093 2.33124  C15 1.094
12 H 0.45502 -1.01304 1.94424  C17 1.128
13 C -1.83119 -0.51690 -1.92690  C8 1.521, C16 1.664, H21 1.077, C28 1.487
14 H -0.94046 1.21093 -0.86768  C28 1.170
15 C 3.03561 -0.30044 2.62885  H3 1.097, H11 1.094, H24 1.108, N31 1.445
16 C -3.34912 -0.69901 -1.26876  H6 1.094, C13 1.664, S18 1.772, H23 1.177
17 C 0.34430 -0.14666 1.23089  H2 1.085, H12 1.128, C26 1.506, C29 1.553
18 S -4.52984 -0.13789 -2.46488  S4 2.035, C16 1.772
19 C 2.47829 1.86088 1.74391  H7 1.172, H25 1.052, H27 1.134, N31 1.473
20 H -0.12754 -1.80152 0.17446  C26 1.168
21 H -1.56752 -1.51606 -2.22976  C13 1.077
22 H 1.89002 -1.15890 0.20490  C29 1.150
23 H -3.60036 -0.06774 -0.30706  C16 1.177
24 H 3.98527 0.03982 3.08738  C15 1.108
25 H 1.77575 2.01439 2.51241  C19 1.052
26 C -0.66337 -0.77101 0.30176  H5 1.134, C17 1.506, H20 1.168, C28 1.539
27 H 2.25737 2.26499 0.70738  C19 1.134
28 C -0.82856 0.05231 -0.98817  H1 1.059, C13 1.487, H14 1.170, C26 1.539
29 C 1.72591 -0.06722 0.52583  H9 1.105, C17 1.553, H22 1.150, N31 1.469
30 H -2.42672 1.32492 -3.02003  C8 1.200
31 N 2.76465 0.45140 1.42537  C15 1.445, C19 1.473, C29 1.469

Its orbital gap is 0.3280 hartree. As for the structure (SMILES): CN(C)CCCCC1CSSC1. The total energy comes out at -1205.36882 a.u. The HOMO energy is -8.20 eV. Its net charge is 0. The relative energy (zero: lowest compared OMol25 entry of this formula, charge and spin) is 101.77 kJ/mol.



Density functional theory data (ωB97M-V/def2-TZVPD) for a single C4H6N2O molecule.

Each atom is followed by the atoms it is bonded to, with distances in Å.
Atoms and positions in Å:
1 H -3.22153 0.12043 0.68164  O9 0.964
2 C 2.15578 -0.20540 0.12900  H3 1.090, H5 1.094, C6 1.492, H13 1.095
3 H 2.59832 -0.99409 -0.48019  C2 1.090
4 C -1.23481 -0.34193 -1.09837  C7 1.364, N10 1.380, H11 1.081
5 H 2.71619 0.71716 -0.04997  C2 1.094
6 C 0.70852 -0.09197 -0.21735  C2 1.492, N10 1.307, N12 1.371
7 C -1.43607 0.32247 0.07587  C4 1.364, O9 1.359, N12 1.371
8 H -0.01347 0.96896 1.50207  N12 1.008
9 O -2.52328 0.78220 0.74928  H1 0.964, C7 1.359
10 N 0.11041 -0.60637 -1.25896  C4 1.380, C6 1.307
11 H -1.96546 -0.66406 -1.82733  C4 1.081
12 N -0.19518 0.49291 0.63217  C6 1.371, C7 1.371, H8 1.008
13 H 2.27730 -0.47578 1.18287  C2 1.095

Its orbital gap is 0.3246 hartree. As for the structure (SMILES): Cc1ncc(O)[nH]1. The total energy comes out at -340.77311 a.u. The HOMO energy is -8.16 eV. Its net charge is 0. The relative energy (zero: lowest compared OMol25 entry of this formula, charge and spin) is 57.24 kJ/mol.



Density functional theory data (ωB97M-V/def2-TZVPD) for 9 unconnected molecules or ions with the total composition C9H36N2O9 in a non-equilibrium geometry.

Each atom is followed by the atoms it is bonded to, with distances in Å.
Atoms and positions in Å:
1 H -3.28724 0.81836 -0.47054  N35 1.003
2 O 0.68126 1.21760 0.52373  C16 1.418, H55 0.978
3 H 1.91792 2.22926 4.38303  C15 1.092
4 H -2.37807 4.19098 1.71512  C37 1.093
5 C 2.33314 3.93564 -0.74585  H7 1.091, H28 1.087, O36 1.419, H53 1.095
6 H -3.87194 -4.06980 1.01174  O22 0.956
7 H 1.62598 3.80140 -1.56603  C5 1.091
8 H -0.57059 4.15081 1.93739  C37 1.093
9 O 1.21223 0.71413 3.18520  C15 1.424, H56 0.962
10 O -1.10287 4.39672 0.01530  H23 0.973, C37 1.422
11 H 2.06337 2.59571 2.67306  C15 1.098
12 H 1.37964 -2.69619 0.20837  C24 1.087
13 H -2.78039 -3.42954 -2.27691  O32 0.960
14 H 2.19617 2.11655 -0.06077  O36 0.971
15 C 2.12662 1.78283 3.40848  H3 1.092, O9 1.424, H11 1.098, H29 1.088
16 C 0.10295 0.24040 -0.32536  O2 1.418, H38 1.095, H46 1.103, H48 1.086
17 N -2.06918 0.81829 -3.41255  H20 1.001, C26 1.363, H51 1.005
18 H -1.96164 -3.12000 0.81438  C31 1.094
19 H -2.29698 -2.67317 2.48287  C31 1.092
20 H -2.49626 -0.02597 -3.73843  N17 1.001
21 O 1.80197 -4.73080 0.17151  C24 1.418, H54 0.959
22 O -3.94474 -3.19585 1.39351  H6 0.956, C31 1.431
23 H -1.25673 3.65914 -0.60010  O10 0.973
24 C 1.33163 -3.55163 -0.46064  H12 1.087, O21 1.418, H30 1.092, H42 1.096
25 H -2.74178 -1.55278 1.09015  C31 1.088
26 C -2.46305 1.40292 -2.24545  N17 1.363, N35 1.356, O41 1.234
27 H -3.78849 -0.13893 -1.79573  N35 1.002
28 H 3.11685 4.63904 -1.01602  C5 1.087
29 H 3.14505 1.41426 3.30106  C15 1.088
30 H 0.30350 -3.72511 -0.78504  C24 1.092
31 C -2.65793 -2.57316 1.45693  H18 1.094, H19 1.092, O22 1.431, H25 1.088
32 O -2.51734 -2.50811 -2.32945  H13 0.960, C39 1.435
33 H 3.63501 -1.03621 2.75509  C52 1.097
34 H -1.46098 2.78024 1.29706  C37 1.097
35 N -3.21155 0.60206 -1.44677  H1 1.003, C26 1.356, H27 1.002
36 O 2.91383 2.70465 -0.34624  C5 1.419, H14 0.971
37 C -1.41627 3.87661 1.30140  H4 1.093, H8 1.093, O10 1.422, H34 1.097
38 H -0.77349 -0.28090 0.07243  C16 1.095
39 C -1.64814 -2.39806 -3.46617  O32 1.435, H40 1.084, H44 1.092, H50 1.103
40 H -0.93300 -1.58922 -3.37490  C39 1.084
41 O -2.03342 2.50508 -1.89334  C26 1.234
42 H 1.84562 -3.35923 -1.40904  C24 1.096
43 H 3.64318 -0.08028 1.30714  C52 1.091
44 H -1.21111 -3.36361 -3.72782  C39 1.092
45 H 2.57684 -1.45242 1.39048  C52 1.095
46 H 0.83897 -0.57518 -0.41944  C16 1.103
47 O 4.57952 -1.93555 1.11058  H49 0.958, C52 1.409
48 H -0.06355 0.60735 -1.33358  C16 1.086
49 H 4.39431 -2.84767 1.33766  O47 0.958
50 H -2.30961 -2.19086 -4.32410  C39 1.103
51 H -1.59916 1.36322 -4.11447  N17 1.005
52 C 3.58042 -1.10983 1.66225  H33 1.097, H43 1.091, H45 1.095, O47 1.409
53 H 1.78594 4.37700 0.09381  C5 1.095
54 H 2.65276 -4.54541 0.57336  O21 0.959
55 H 0.69180 0.85706 1.43240  O2 0.978
56 H 0.36903 0.95815 3.57927  O9 0.962

Its orbital gap is 0.3437 hartree. As for the structure (SMILES): NC(N)=O.CO.CO.CO.CO.CO.CO.CO.CO. The total energy comes out at -1151.04921 a.u. The HOMO energy is -9.26 eV. Its net charge is 0. The relative energy (zero: lowest compared OMol25 entry of this formula, charge and spin) is 48.47 kJ/mol.



- The highest HOMO energy belongs to which entry?
  C4H6N2O



- Which of these has the lowest HOMO energy?
  C9H36N2O9